{
  "formula": "C15H23N3O4S",
  "method": "wB97M-V/def2-TZVPD",
  "homo_ev": -8.43,
  "smiles": "CCN1CCC[C@H]1CNC(=O)c1cc(S(N)(=O)=O)ccc1OC",
  "total_energy_ev": -39423.6826,
  "e_lumo_ev": 0.66,
  "homo_lumo_gap_ha": 0.334,
  "de_lowest_kj_mol": 220.2,
  "charge": 0,
  "mol_weight_g_mol": 341.4,
  "max_force_ha_per_bohr": 0.015,
  "elements": ["C", "H", "H", "H", "H", "H", "O", "H", "H", "H", "C", "O", "N", "C", "H", "H", "C", "H", "H", "H", "N", "H", "H", "C", "C", "O", "H", "C", "O", "C", "C", "C", "H", "H", "H", "N", "H", "H", "C", "C", "S", "H", "C", "H", "C", "C"],
  "coordinates": [[0.257, 2.858, -1.500], [-1.001, 5.395, -3.131], [-0.745, -0.354, 4.632], [-2.298, 3.452, -2.495], [-1.652, -4.439, -3.152], [0.243, -4.153, 2.503], [-1.015, -3.146, -1.771], [-2.124, -4.880, -1.494], [1.568, 4.956, -4.580], [1.190, 6.378, -3.605], [-1.843, 4.001, -1.672], [1.510, -2.671, 4.244], [0.378, 3.985, -2.423], [1.834, 5.507, -3.682], [2.863, 5.846, -3.766], [2.427, 3.807, -2.519], [0.282, -2.095, 1.988], [-0.569, -4.862, 0.282], [1.095, 2.834, -0.786], [-0.721, -1.924, 5.186], [0.364, 0.387, -1.474], [-0.439, -5.123, -2.041], [1.138, 1.575, -3.001], [-0.384, -1.502, -0.236], [-1.320, -4.478, -2.116], [1.514, -0.318, 3.471], [1.199, 0.271, -0.921], [0.284, 1.553, -2.319], [-1.743, -0.358, -1.838], [-0.397, -3.816, 0.478], [0.053, -3.429, 1.728], [-0.731, 4.898, -2.198], [-2.617, 4.557, -1.147], [-0.911, 3.499, 0.212], [-1.597, 2.096, -0.623], [-0.618, -1.322, 4.385], [-0.634, 1.469, -2.903], [-0.474, 5.669, -1.451], [-0.677, -0.450, -1.269], [1.682, 4.606, -2.462], [0.845, -1.582, 3.592], [1.882, 5.193, -1.545], [-1.078, 3.041, -0.764], [0.248, -0.100, 1.271], [-0.620, -2.862, -0.519], [0.066, -1.134, 1.021]]
}

=====

{
  "formula": "C15H23N3O7S",
  "method": "wB97M-V/def2-TZVPD",
  "homo_ev": -9.11,
  "smiles": "CNC(=O)[C@@H](NC(C)=O)[C@@H](C)O.COC(=O)c1ccc(S(N)(=O)=O)cc1",
  "total_energy_ev": -45565.8551,
  "e_lumo_ev": -0.36,
  "homo_lumo_gap_ha": 0.322,
  "de_lowest_kj_mol": 0.0,
  "charge": 0,
  "mol_weight_g_mol": 389.4,
  "max_force_ha_per_bohr": 0.066,
  "elements": ["O", "C", "S", "C", "C", "O", "H", "H", "C", "H", "C", "H", "C", "O", "N", "O", "H", "C", "H", "N", "H", "O", "O", "H", "H", "C", "C", "H", "H", "H", "H", "N", "H", "C", "H", "H", "H", "C", "H", "C", "H", "H", "H", "H", "H", "C", "C", "C", "O"],
  "coordinates": [[-1.682, -1.721, -4.249], [3.531, 2.834, 2.798], [-0.298, 1.605, 1.880], [1.500, 1.648, 2.175], [-2.555, -3.918, -2.181], [-5.077, -0.188, -2.250], [-3.462, -4.216, -1.654], [-0.978, -0.057, -5.933], [2.249, 0.473, 2.038], [7.854, 0.743, 4.316], [7.778, 0.461, 3.260], [-0.972, -3.508, -0.850], [-2.785, -0.745, -1.709], [6.409, 0.459, 2.827], [-0.876, 2.922, 2.697], [6.274, 2.699, 3.324], [-2.280, 1.034, -5.404], [-1.770, -1.735, -1.093], [-2.346, 0.986, -2.855], [-1.728, -3.054, -1.337], [-1.709, 3.181, 2.189], [-0.955, -1.298, -0.289], [-0.728, 1.847, 0.501], [-4.267, -2.623, -0.176], [1.755, -0.452, 1.741], [-4.235, -1.247, -1.852], [-1.403, 0.475, -5.083], [-2.825, -3.429, -3.114], [-1.115, 2.564, 3.611], [4.013, 3.763, 3.091], [-5.858, -2.046, -0.681], [-2.304, -0.018, -2.903], [-1.992, -4.817, -2.435], [5.750, 1.646, 2.966], [-5.144, 0.426, -1.517], [4.177, -0.453, 2.172], [8.208, -0.538, 3.140], [2.154, 2.833, 2.548], [-0.659, 1.151, -4.667], [3.627, 0.478, 2.285], [-2.847, 0.024, -0.939], [1.596, 3.762, 2.650], [8.374, 1.163, 2.666], [-4.769, -0.974, 0.229], [-4.297, -2.025, -2.609], [4.294, 1.655, 2.677], [-4.818, -1.755, -0.531], [-1.813, -0.528, -4.030], [-0.994, 0.511, 2.558]]
}

=====

{
  "formula": "C15H23N5O3",
  "method": "wB97M-V/def2-TZVPD",
  "homo_ev": -8.49,
  "smiles": "[H]/N=C(/N)NCCC[C@H](N)C(=O)N[C@@H](Cc1ccccc1)C(=O)O",
  "total_energy_ev": -29517.6799,
  "e_lumo_ev": 0.17,
  "homo_lumo_gap_ha": 0.318,
  "de_lowest_kj_mol": 516.3,
  "charge": 0,
  "mol_weight_g_mol": 321.4,
  "max_force_ha_per_bohr": 0.114,
  "elements": ["O", "H", "H", "H", "C", "C", "H", "H", "N", "C", "H", "N", "H", "C", "C", "H", "H", "N", "H", "C", "H", "H", "H", "C", "C", "C", "O", "H", "C", "H", "H", "H", "H", "C", "H", "C", "N", "C", "H", "O", "C", "H", "C", "H", "H", "N"],
  "coordinates": [[0.186, 0.126, 0.956], [0.204, -1.856, -1.412], [-1.272, -0.782, 0.848], [2.924, -3.339, -0.169], [3.006, -0.707, 0.613], [0.634, -0.810, 0.239], [2.844, -1.701, 3.103], [-2.101, 2.212, -1.716], [0.503, 0.980, 5.279], [-4.110, 2.764, -4.419], [-4.848, 3.522, -4.688], [1.470, -0.317, 3.777], [3.384, -0.410, 4.053], [-1.063, -0.121, -1.287], [-2.356, -0.640, -0.607], [3.764, -1.399, 0.645], [-1.706, -1.155, -3.084], [2.169, -2.704, -0.488], [2.595, 0.995, 2.091], [-1.224, -0.137, -2.927], [0.663, -0.644, 3.274], [1.581, -2.150, 1.286], [-0.245, 0.918, 4.619], [-2.504, 2.062, -2.721], [-3.455, 2.999, -3.204], [-2.510, 0.959, -4.956], [-2.274, -1.053, 0.589], [3.125, -0.739, 5.783], [2.702, -0.717, 3.236], [-2.038, 0.261, -5.672], [4.302, 0.410, 2.038], [-0.714, 0.949, -0.955], [-4.133, 1.607, -6.231], [-2.073, 0.995, -3.536], [-3.783, 3.703, -2.400], [-3.511, 1.781, -5.364], [2.268, -0.390, 6.139], [1.835, -1.674, 0.439], [0.187, 0.842, 6.355], [-3.321, -0.508, -1.295], [1.496, 0.072, 5.120], [3.120, 0.106, -0.169], [3.172, 0.133, 1.968], [-0.190, -0.142, -3.348], [1.338, -3.230, -0.959], [-0.039, -1.068, -0.842]]
}

=====

{
  "formula": "C15H23N5O4",
  "method": "wB97M-V/def2-TZVPD",
  "homo_ev": -9.00,
  "smiles": "[H]/N=C(/N)NCCC[C@H](N)C(=O)N[C@@H](Cc1ccc(O)cc1)C(=O)O",
  "total_energy_ev": -31569.4743,
  "e_lumo_ev": 0.22,
  "homo_lumo_gap_ha": 0.339,
  "de_lowest_kj_mol": 114.2,
  "charge": 0,
  "mol_weight_g_mol": 337.4,
  "max_force_ha_per_bohr": 0.062,
  "elements": ["O", "N", "C", "H", "H", "H", "C", "H", "C", "H", "C", "H", "H", "H", "O", "H", "H", "C", "C", "H", "C", "O", "C", "C", "H", "C", "H", "N", "H", "C", "C", "N", "H", "O", "C", "N", "H", "N", "C", "H", "H", "C", "H", "H", "H", "H", "H"],
  "coordinates": [[-1.892, -4.997, 0.507], [-0.561, 3.532, 5.080], [-0.308, -1.438, -3.589], [0.038, -0.173, 3.234], [-1.173, -5.478, 0.888], [-2.828, -2.027, -2.730], [0.656, 0.822, -4.105], [1.634, 0.358, 1.412], [0.480, 0.926, -0.862], [-0.831, 1.778, 0.574], [-0.178, 0.953, 0.535], [-1.025, 3.528, 4.153], [-0.982, 4.290, 5.638], [1.981, 0.972, 4.449], [0.269, 0.687, -5.237], [-0.459, -1.042, 0.991], [0.427, 1.306, 5.113], [-1.517, -4.166, -0.480], [0.161, -3.239, -1.904], [0.389, -1.874, -4.325], [0.850, 1.100, 1.651], [1.595, 1.428, -1.152], [-2.051, -2.618, -2.296], [0.426, -0.253, -2.985], [1.670, 1.852, -2.773], [-2.464, -3.495, -1.265], [1.227, -3.135, -2.197], [1.413, 4.653, 5.625], [-1.006, -0.293, -1.463], [-0.746, -2.502, -2.612], [0.787, 3.761, 4.971], [-0.255, 0.337, -1.831], [0.551, -4.523, -0.145], [1.364, 1.884, -3.704], [-0.196, -4.031, -0.795], [-1.042, -0.280, 0.643], [-1.749, -0.032, 1.328], [1.379, 2.831, 4.067], [0.222, 0.904, 3.048], [2.404, 4.614, 5.397], [-3.533, -3.638, -1.159], [1.027, 1.463, 4.236], [1.247, 2.173, 1.556], [-1.173, -0.984, -4.014], [-0.737, 1.390, 3.083], [2.362, 2.854, 3.997], [1.452, -0.546, -2.695]]
}

=====

{
  "formula": "C15H23N5OTcTe",
  "method": "wB97M-V/def2-TZVPD",
  "homo_ev": [-21.04, -21.07],
  "total_energy_ev": -34876.2720,
  "e_lumo_ev": [-14.40, -15.34],
  "homo_lumo_gap_ha": [0.244, 0.211],
  "de_lowest_kj_mol": 6.8,
  "charge": 4,
  "s_squared": 3.8102,
  "mol_weight_g_mol": 515.0,
  "max_force_ha_per_bohr": 0.041,
  "multiplicity": 4,
  "elements": ["H", "C", "C", "H", "C", "C", "H", "H", "O", "H", "C", "H", "C", "H", "H", "C", "H", "N", "H", "H", "C", "C", "Te", "H", "H", "H", "H", "H", "H", "H", "C", "H", "N", "C", "C", "H", "N", "H", "H", "H", "C", "C", "N", "N", "C", "Tc"],
  "coordinates": [[1.244, 3.078, 1.464], [-2.809, -1.607, 1.879], [0.885, 3.657, -0.593], [2.488, -3.814, 2.234], [1.287, 5.836, -1.528], [0.730, 2.724, 0.566], [1.285, 3.487, -3.998], [2.179, -3.344, -0.213], [-0.797, -1.635, -0.921], [0.958, 5.482, 0.557], [2.752, -2.755, 2.317], [-0.331, 2.583, 0.808], [1.212, 3.897, -2.999], [-1.860, -0.991, 3.593], [4.275, -2.853, 0.779], [-3.107, -2.469, -2.242], [-4.140, -2.450, -2.583], [1.506, -1.957, 2.535], [-4.928, -2.129, 1.931], [-5.074, -2.528, -0.500], [0.979, 3.083, -1.900], [0.842, 1.598, -2.017], [1.576, 0.820, -0.108], [2.745, -1.993, -0.895], [-2.512, -1.764, -2.824], [-0.201, 1.275, -2.112], [1.495, 6.892, -1.391], [-3.517, -1.415, 3.764], [3.451, -2.657, 3.152], [1.414, 1.201, -2.860], [3.387, -2.263, 1.031], [1.778, -1.109, 3.048], [-1.741, -1.504, 1.046], [-4.055, -2.019, 1.306], [1.301, 5.276, -2.817], [3.694, -1.215, 1.139], [2.351, -2.347, -0.018], [-2.705, -3.471, -2.419], [0.931, -2.479, 3.207], [1.339, 5.935, -3.682], [-4.140, -2.250, -0.031], [-1.883, -1.770, -0.274], [-3.049, -2.142, -0.836], [-2.705, -1.339, 3.162], [1.019, 5.035, -0.425], [0.448, -1.594, 0.667]]
}

=====

{
  "formula": "C15H23NO",
  "method": "wB97M-V/def2-TZVPD",
  "homo_ev": -8.26,
  "smiles": "CCCCCCC/N=C(\\C)c1ccccc1O",
  "total_energy_ev": -19466.2529,
  "e_lumo_ev": 0.63,
  "homo_lumo_gap_ha": 0.327,
  "de_lowest_kj_mol": 68.0,
  "charge": 0,
  "mol_weight_g_mol": 233.4,
  "max_force_ha_per_bohr": 0.011,
  "elements": ["H", "H", "C", "H", "H", "C", "C", "H", "H", "C", "H", "H", "C", "H", "H", "C", "H", "O", "H", "C", "H", "H", "C", "N", "H", "H", "H", "H", "C", "H", "C", "C", "H", "H", "H", "C", "C", "C", "C", "H"],
  "coordinates": [[-0.964, -2.149, 1.823], [-1.875, 1.327, 0.801], [1.012, 1.550, 0.230], [1.702, 2.745, 1.865], [0.677, 1.382, 2.334], [-3.209, -0.689, -0.427], [4.128, -0.456, 0.929], [-1.182, 2.750, -1.806], [-0.043, 2.822, 1.611], [3.433, -0.911, -1.314], [4.813, -0.616, 1.748], [-0.020, -3.295, -0.116], [2.357, -0.030, -1.179], [-1.727, -3.724, 0.020], [-0.549, -0.965, 0.592], [0.822, 2.166, 1.592], [-2.760, 0.660, -2.034], [1.553, 0.124, -2.234], [3.551, -1.415, -2.260], [-2.670, -1.266, 0.886], [-3.349, -1.503, -1.140], [0.858, 0.789, -1.966], [-0.977, 2.486, -0.764], [0.247, 1.738, -0.773], [-1.343, -0.071, -1.296], [5.138, -1.805, -0.398], [2.948, 0.913, 2.026], [-3.040, 2.205, -0.197], [-1.231, -1.783, 0.828], [-4.194, -0.256, -0.231], [-1.035, -2.909, -0.179], [-2.121, 1.617, -0.222], [-2.735, -0.507, 1.670], [-1.198, -2.558, -1.195], [-0.911, 3.416, -0.183], [2.158, 0.651, 0.044], [3.068, 0.411, 1.080], [-2.317, 0.367, -1.079], [4.311, -1.123, -0.275], [-3.326, -2.088, 1.186]]
}